1) C5H14S | ωB97M-V/def2-TZVPD

Calculated values
Lowest unoccupied orbital energy = 0.9984 eV
Highest occupied orbital energy = -8.474 eV
Total charge = 0
SMILES = CCC.CSC

Geometry as XYZ:
```
20
C5H14S | the Open Molecules 2025 dataset | ωB97M-V/def2-TZVPD
C 1.364 -1.831 1.139
C 1.356 -1.726 -0.504
C 1.765 -3.066 -1.005
H 0.303 -1.948 1.557
H 1.598 -0.864 1.765
H 1.980 -2.814 1.585
H 0.422 -1.290 -0.760
H 2.140 -0.906 -0.717
H 1.243 -3.790 -0.433
H 1.323 -3.233 -2.095
H 2.899 -3.101 -1.217
C -2.988 3.427 0.644
S -2.195 1.894 0.531
C -0.587 1.982 -0.438
H -2.411 4.399 0.881
H -3.423 3.835 -0.226
H -3.802 3.292 1.339
H -0.311 0.988 -0.344
H 0.116 2.630 -0.113
H -0.792 2.121 -1.590
```

=====

2) C5H14S | ωB97M-V/def2-TZVPD

Calculated values
Lowest unoccupied orbital energy = 1.0292 eV
Highest occupied orbital energy = -8.663 eV
Total charge = 0
SMILES = CCC.CSC

Geometry as XYZ:
```
20
C5H14S | the Open Molecules 2025 dataset | ωB97M-V/def2-TZVPD
C -2.394 -0.100 -1.385
C -1.027 -0.276 -1.996
C -0.849 0.750 -3.056
H -3.126 0.221 -2.078
H -2.460 0.602 -0.563
H -2.967 -0.975 -0.931
H -0.165 -0.314 -1.363
H -1.067 -1.214 -2.561
H -1.006 1.803 -2.833
H 0.167 0.609 -3.422
H -1.541 0.792 -3.914
C 1.678 0.063 2.906
S 0.572 0.307 1.522
C 1.413 -1.055 0.555
H 1.452 -0.875 3.459
H 2.690 0.235 2.583
H 1.452 0.899 3.572
H 1.344 -2.011 1.075
H 2.493 -0.875 0.372
H 1.005 -1.149 -0.452
```

=====

3) C5H14S | ωB97M-V/def2-TZVPD

Calculated values
Lowest unoccupied orbital energy = 0.9325 eV
Highest occupied orbital energy = -8.511 eV
Total charge = 0
SMILES = CCSC.CC

Geometry as XYZ:
```
20
C5H14S | the Open Molecules 2025 dataset | ωB97M-V/def2-TZVPD
C -2.975 1.879 1.313
C -1.908 0.840 0.822
S -0.848 1.039 2.312
C 0.590 0.661 1.271
H -3.637 2.171 0.566
H -2.765 2.852 1.839
H -3.567 1.538 2.073
H -2.242 -0.177 0.458
H -1.551 1.275 -0.178
H 1.386 1.065 1.803
H 0.592 -0.402 1.143
H 0.600 1.126 0.223
C 1.427 -2.166 -1.552
C 2.736 -1.389 -1.899
H 1.106 -2.784 -2.405
H 1.620 -2.627 -0.566
H 0.443 -1.622 -1.230
H 3.586 -1.999 -1.709
H 2.652 -0.402 -1.344
H 2.755 -0.878 -2.937
```

=====

Which is the most stable structure? 2) is the most stable.

=====

1) C5H14S | ωB97M-V/def2-TZVPD

Calculated values
Lowest unoccupied orbital energy = 0.9324 eV
Highest occupied orbital energy = -9.067 eV
Total charge = 0
SMILES = CCC.CCS

Geometry as XYZ:
```
20
C5H14S | the Open Molecules 2025 dataset | ωB97M-V/def2-TZVPD
C -1.698 0.975 0.320
C -2.076 -0.489 0.680
C -2.180 -1.418 -0.524
H -0.698 1.130 0.511
H -1.966 1.342 -0.721
H -2.253 1.670 1.053
H -1.285 -0.922 1.386
H -3.080 -0.513 1.232
H -2.440 -2.403 -0.120
H -1.205 -1.517 -1.039
H -2.962 -1.137 -1.248
C 2.400 0.324 -1.058
C 2.820 0.840 0.327
S 1.957 -0.004 1.659
H 2.531 -0.704 -1.080
H 1.331 0.424 -1.373
H 3.058 0.771 -1.900
H 2.594 1.996 0.482
H 3.829 0.706 0.385
H 1.323 -1.072 1.027
```

=====

2) C5H14S | ωB97M-V/def2-TZVPD

Calculated values
Lowest unoccupied orbital energy = 0.9622 eV
Highest occupied orbital energy = -8.459 eV
Total charge = 0
SMILES = CCSC.CC

Geometry as XYZ:
```
20
C5H14S | the Open Molecules 2025 dataset | ωB97M-V/def2-TZVPD
C 2.007 0.466 -0.713
C 0.904 1.443 -0.397
S -0.782 0.946 -0.960
C -0.394 0.230 -2.563
H 2.128 0.414 -1.798
H 1.774 -0.555 -0.413
H 2.950 0.864 -0.340
H 0.706 1.622 0.662
H 1.082 2.439 -0.808
H 0.196 0.886 -3.198
H 0.079 -0.751 -2.477
H -1.340 -0.013 -3.052
C -0.428 -0.771 2.089
C -1.915 -1.227 1.949
H -0.059 -1.163 3.030
H 0.200 -1.232 1.324
H -0.340 0.307 2.019
H -2.083 -2.060 2.625
H -2.102 -1.466 0.899
H -2.586 -0.383 2.122
```

=====

3) C5H14S | ωB97M-V/def2-TZVPD

Calculated values
Lowest unoccupied orbital energy = 1.0934 eV
Highest occupied orbital energy = -8.500 eV
Total charge = 0
SMILES = CCC.CSC

Geometry as XYZ:
```
20
C5H14S | the Open Molecules 2025 dataset | ωB97M-V/def2-TZVPD
C -0.387 -0.873 -2.265
C -1.277 -1.290 -1.047
C -2.649 -1.775 -1.470
H -0.229 -1.750 -2.902
H 0.551 -0.475 -1.888
H -0.896 -0.197 -2.959
H -1.408 -0.336 -0.534
H -0.607 -2.036 -0.635
H -3.220 -2.014 -0.571
H -3.082 -1.040 -2.150
H -2.615 -2.708 -2.041
C 3.103 2.034 2.370
S 1.954 1.754 0.946
C 0.434 1.130 1.715
H 3.922 1.332 2.333
H 2.639 2.209 3.344
H 3.413 3.080 2.241
H 0.528 0.078 1.992
H 0.188 1.782 2.546
H -0.363 1.098 0.974
```

=====

Which is the most stable structure? 2) is the most stable.

=====

1) C5H6O3 | ωB97M-V/def2-TZVPD

Calculated values
Lowest unoccupied orbital energy = 0.6666 eV
Highest occupied orbital energy = -8.650 eV
Total charge = 0
SMILES = OC1[C@@H]2OC=CO[C@@H]12

Geometry as XYZ:
```
14
C5H6O3 | the Open Molecules 2025 dataset | ωB97M-V/def2-TZVPD
O -0.376 -2.895 0.528
C 0.254 -1.589 0.608
C 0.088 -0.439 -0.509
O 0.853 0.378 -1.256
C 0.387 1.649 -0.957
C -0.323 2.068 0.267
O -0.958 0.952 0.974
C -0.061 -0.084 0.702
H -1.382 -2.785 0.219
H 1.221 -1.739 0.826
H -0.896 -0.842 -1.040
H 1.076 2.357 -1.700
H -0.868 2.989 0.364
H 0.988 -0.020 0.975
```

=====

2) C5H6O3 | ωB97M-V/def2-TZVPD

Calculated values
Lowest unoccupied orbital energy (alpha / beta) = -0.0762 / 0.6029 eV
Highest occupied orbital energy (alpha / beta) = -6.468 / -7.480 eV
Total charge = 0

Geometry as XYZ:
```
14
C5H6O3 | the Open Molecules 2025 dataset | ωB97M-V/def2-TZVPD
C 1.263 -0.260 -1.479
C -0.130 -0.285 1.230
C -1.286 0.346 0.554
C 0.075 -0.661 -0.690
C -1.254 -0.037 -0.740
O 0.261 -1.447 0.376
O 0.915 0.501 1.665
O -2.157 1.126 1.215
H 1.449 -0.020 2.273
H -1.918 1.115 2.153
H -1.917 0.127 -1.571
H 0.963 0.216 -2.410
H 1.867 0.413 -0.855
H 1.868 -1.135 -1.721
```

=====

Which is the most stable structure? 2) is the most stable.

=====

1) C3H12NO2 | ωB97M-V/def2-TZVPD

Calculated values
Lowest unoccupied orbital energy (alpha / beta) = 0.7487 / 0.6225 eV
Highest occupied orbital energy (alpha / beta) = -2.913 / -10.880 eV
Expectation value of S² = 0.751
Total charge = 0
2S+1 = 2

Geometry as XYZ:
```
18
C3H12NO2 | the Open Molecules 2025 dataset | ωB97M-V/def2-TZVPD
C 0.249 0.421 0.900
C -0.867 -0.659 0.839
C -2.229 -0.034 0.996
O -0.710 -1.300 -0.334
N 1.517 -0.039 0.153
H 0.148 1.434 0.553
H 0.419 0.595 1.953
H -0.632 -1.470 1.652
H -2.221 0.774 1.716
H -3.091 -0.583 1.367
H -2.530 0.485 0.040
H -1.563 -1.216 -0.856
H 1.336 -0.059 -0.934
H 1.743 -1.000 0.269
H 2.421 0.380 0.233
H 1.251 2.219 -2.160
H 1.828 0.747 -2.696
O 1.630 1.250 -1.994
```

=====

2) C3H12NO2 | ωB97M-V/def2-TZVPD

Calculated values
Lowest unoccupied orbital energy (alpha / beta) = 0.4179 / 0.4170 eV
Highest occupied orbital energy (alpha / beta) = -5.147 / -9.375 eV
Expectation value of S² = 0.753
Total charge = 0
2S+1 = 2

Geometry as XYZ:
```
18
C3H12NO2 | the Open Molecules 2025 dataset | ωB97M-V/def2-TZVPD
C -0.756 -1.011 -1.469
C -1.792 -0.550 -0.390
C -1.385 -1.548 1.839
N -1.213 -0.551 0.954
H -0.815 -2.098 -1.489
H 0.167 -0.475 -1.293
H -1.190 -0.696 -2.421
H -2.569 -1.304 -0.295
H -2.027 0.497 -0.577
H -0.879 -1.672 2.779
H -2.096 -2.340 1.626
H -0.755 0.264 1.334
H 2.964 3.716 -0.868
H 3.799 2.476 -0.901
O 3.087 2.881 -0.423
H 1.941 0.265 1.104
H 2.023 1.473 0.140
O 1.496 0.673 0.352
```

=====

Which is the most stable structure? 2) is the most stable.

=====

1) C19H41Br10N3O3 | ωB97M-V/def2-TZVPD

Calculated values
Lowest unoccupied orbital energy = 0.2801 eV
Highest occupied orbital energy = -9.284 eV
Total charge = 0
SMILES = CN(C)C=O.CN(C)C=O.CN(C)C=O.BrCCBr.BrCCBr.BrCCBr.BrCCBr.BrCCBr

Geometry as XYZ:
```
76
C19H41Br10N3O3 | the Open Molecules 2025 dataset | ωB97M-V/def2-TZVPD
C -3.718 -4.245 -1.440
N -2.722 -3.543 -2.274
C -2.216 -4.281 -3.458
C -2.146 -2.392 -1.818
O -1.214 -1.890 -2.462
H -4.555 -4.288 -2.139
H -4.051 -3.630 -0.605
H -3.352 -5.197 -1.059
H -3.021 -4.691 -4.065
H -1.676 -3.561 -4.072
H -1.478 -5.040 -3.196
H -2.576 -2.042 -0.871
C 0.426 4.350 -2.054
N 1.817 4.527 -1.623
C 2.831 4.875 -2.600
C 2.271 4.160 -0.403
O 1.574 3.608 0.442
H -0.106 5.292 -1.888
H -0.192 3.648 -1.498
H 0.327 4.239 -3.133
H 3.215 3.981 -3.093
H 2.366 5.399 -3.440
H 3.582 5.597 -2.284
H 3.342 4.372 -0.272
C -0.922 -3.093 4.155
N -2.189 -2.458 4.546
C -1.905 -1.311 5.445
C -3.358 -2.710 4.027
O -3.593 -3.618 3.247
H -0.508 -3.733 4.934
H -0.320 -2.285 3.745
H -1.143 -3.843 3.393
H -2.832 -0.743 5.508
H -1.596 -1.615 6.447
H -1.056 -0.716 5.108
H -4.171 -2.079 4.427
Br 1.243 6.204 5.002
C 2.114 4.693 4.185
C 0.988 3.734 3.793
Br -0.135 3.128 5.298
H 2.846 4.448 4.956
H 2.822 5.087 3.456
H 1.344 2.779 3.406
H 0.401 4.118 2.961
Br 3.747 1.262 -3.151
C 4.618 -0.368 -2.355
C 5.650 0.124 -1.331
Br 6.509 -1.408 -0.402
H 5.092 -0.942 -3.146
H 3.855 -0.914 -1.806
H 5.121 0.680 -0.557
H 6.426 0.824 -1.632
Br -2.904 4.690 -2.701
C -4.246 3.312 -2.387
C -3.615 1.975 -2.722
Br -5.019 0.781 -3.421
H -5.208 3.416 -2.881
H -4.416 3.311 -1.311
H -3.211 1.476 -1.844
H -2.816 2.041 -3.456
Br 0.639 -5.634 0.985
C 0.773 -5.140 -0.935
C 1.832 -4.090 -1.127
Br 1.866 -3.486 -3.005
H -0.196 -4.783 -1.279
H 1.027 -6.027 -1.512
H 2.857 -4.383 -0.913
H 1.662 -3.214 -0.502
Br 2.601 -0.338 0.777
C 0.844 -0.103 0.043
C -0.097 0.448 1.125
Br -1.954 0.600 0.482
H 0.601 -1.058 -0.419
H 1.066 0.552 -0.799
H 0.225 1.419 1.495
H -0.081 -0.258 1.954
```

=====

2) C19H41Br10N3O3 | ωB97M-V/def2-TZVPD

Calculated values
Lowest unoccupied orbital energy = 0.1768 eV
Highest occupied orbital energy = -9.278 eV
Total charge = 0
SMILES = CN(C)C=O.CN(C)C=O.CN(C)C=O.BrCCBr.BrCCBr.BrCCBr.BrCCBr.BrCCBr

Geometry as XYZ:
```
76
C19H41Br10N3O3 | the Open Molecules 2025 dataset | ωB97M-V/def2-TZVPD
C -8.139 -0.992 6.948
N -7.278 -0.832 5.750
C -6.147 -1.769 5.614
C -7.425 0.229 5.042
O -6.610 0.680 4.215
H -7.651 -0.867 7.915
H -8.363 -2.055 7.041
H -9.077 -0.444 6.856
H -5.732 -1.559 4.628
H -5.372 -1.605 6.363
H -6.462 -2.809 5.700
H -8.379 0.728 5.272
C 7.566 2.267 3.630
N 7.650 2.940 4.929
C 6.581 2.621 5.876
C 8.607 3.813 5.315
O 8.728 4.273 6.413
H 8.356 2.741 3.047
H 6.715 2.645 3.065
H 7.607 1.178 3.655
H 5.575 2.861 5.532
H 6.641 1.578 6.188
H 6.625 3.163 6.821
H 9.382 3.959 4.547
C 4.904 -4.068 -6.806
N 5.467 -4.605 -8.013
C 6.666 -5.490 -7.803
C 4.880 -4.548 -9.222
O 5.284 -5.070 -10.247
H 4.429 -4.859 -6.224
H 4.184 -3.297 -7.081
H 5.697 -3.704 -6.154
H 6.266 -6.326 -7.230
H 7.027 -5.863 -8.761
H 7.451 -5.059 -7.181
H 3.926 -4.009 -9.117
Br -3.084 -7.164 -7.195
C -4.590 -6.950 -5.884
C -3.971 -7.083 -4.486
Br -5.169 -6.354 -3.040
H -5.464 -7.521 -6.198
H -4.879 -5.902 -5.962
H -3.106 -6.420 -4.457
H -3.781 -8.143 -4.318
Br 4.067 4.231 -5.724
C 2.908 5.859 -5.550
C 3.570 6.932 -4.585
Br 3.572 6.163 -2.739
H 1.868 5.628 -5.319
H 2.918 6.267 -6.560
H 3.060 7.895 -4.551
H 4.614 7.043 -4.879
Br -0.448 0.397 7.889
C -1.481 1.166 9.486
C -1.509 0.053 10.612
Br 0.223 -0.392 11.423
H -2.428 1.591 9.153
H -0.860 2.029 9.727
H -1.992 -0.833 10.200
H -2.099 0.418 11.453
Br 1.448 -1.820 -0.793
C 0.725 0.038 -0.548
C -0.821 -0.073 -0.674
Br -1.439 -0.477 -2.514
H 1.110 0.697 -1.325
H 1.018 0.312 0.465
H -1.297 0.875 -0.424
H -1.188 -0.788 0.063
Br -8.476 4.073 -4.554
C -6.969 4.175 -3.310
C -5.793 4.805 -4.027
Br -4.438 5.529 -2.683
H -6.706 3.211 -2.874
H -7.277 4.818 -2.485
H -6.067 5.719 -4.555
H -5.350 4.153 -4.780
```

=====

Which is the most stable structure? 1) is the most stable.

=====

1) C3H5Br | ωB97M-V/def2-TZVPD

Calculated values
Lowest unoccupied orbital energy = 0.5407 eV
Highest occupied orbital energy = -8.796 eV
Total charge = 0

Geometry as XYZ:
```
9
C3H5Br | the Open Molecules 2025 dataset | ωB97M-V/def2-TZVPD
C 1.496 -1.278 -1.649
C 1.041 -0.156 -1.236
C -1.345 1.284 0.479
Br -1.150 -0.437 -0.544
H 2.590 -1.151 -1.712
H 1.138 -2.171 -2.030
H -2.141 1.168 1.370
H -0.301 1.542 0.844
H -1.805 1.947 -0.158
```

=====

2) C3H5Br | ωB97M-V/def2-TZVPD

Calculated values
Lowest unoccupied orbital energy = -0.0674 eV
Highest occupied orbital energy = -9.552 eV
Total charge = 0

Geometry as XYZ:
```
9
C3H5Br | the Open Molecules 2025 dataset | ωB97M-V/def2-TZVPD
C 0.004 0.784 -0.314
C -0.041 -0.740 -0.427
C -1.005 -0.037 0.357
Br -2.853 -0.011 -0.014
H 0.678 1.540 0.053
H -0.231 1.208 -1.234
H -0.454 -0.987 -1.405
H 0.673 -1.434 0.019
H -0.791 0.272 2.145
```

=====

3) C3H5Br | ωB97M-V/def2-TZVPD

Calculated values
Lowest unoccupied orbital energy = 0.8427 eV
Highest occupied orbital energy = -9.846 eV
Total charge = 0

Geometry as XYZ:
```
9
C3H5Br | the Open Molecules 2025 dataset | ωB97M-V/def2-TZVPD
C 0.254 -0.265 -0.820
C -0.363 -0.665 0.498
C 0.190 0.705 0.308
Br -0.837 2.246 0.425
H 1.164 -0.468 -1.280
H -0.606 -0.084 -1.630
H -1.383 -0.811 0.309
H 0.061 -1.353 1.213
H 1.522 0.696 0.977
```

=====

4) C3H5Br | ωB97M-V/def2-TZVPD

Calculated values
Lowest unoccupied orbital energy (alpha / beta) = -0.2990 / -0.3591 eV
Highest occupied orbital energy (alpha / beta) = -9.972 / -8.376 eV
Total charge = 0

Geometry as XYZ:
```
9
C3H5Br | the Open Molecules 2025 dataset | ωB97M-V/def2-TZVPD
C 0.033 0.266 -0.888
C -0.158 0.657 0.563
C 1.117 0.049 0.081
Br 2.859 0.655 0.091
H -0.506 -0.657 -1.408
H 0.297 0.981 -1.664
H -0.043 1.780 0.907
H -0.763 0.167 1.173
H 0.706 -2.214 1.265
```

=====

Which is the most stable structure? 3) is the most stable.

=====

1) C4H7NOS2 | ωB97M-V/def2-TZVPD

Calculated values
Lowest unoccupied orbital energy = -0.3815 eV
Highest occupied orbital energy = -8.822 eV
Total charge = 0

Geometry as XYZ:
```
15
C4H7NOS2 | the Open Molecules 2025 dataset | ωB97M-V/def2-TZVPD
C -1.919 2.240 -0.476
C -1.410 0.931 -0.111
C 0.096 -1.059 -0.758
C 1.209 -0.904 0.331
H -1.616 3.267 0.401
H -3.142 2.164 -0.559
H -1.457 2.668 -1.544
H -0.798 -1.472 -0.503
H 0.535 -1.665 -1.660
H 1.227 -0.284 1.266
H 3.843 -2.089 0.911
N 2.325 -1.332 0.028
O 3.302 -1.051 1.138
S -1.531 0.072 1.236
S -0.290 0.421 -1.331
```

=====

2) C4H7NOS2 | ωB97M-V/def2-TZVPD

Calculated values
Lowest unoccupied orbital energy = 0.5425 eV
Highest occupied orbital energy = -8.653 eV
Total charge = 0
SMILES = C=C(SC)N(S)C=O

Geometry as XYZ:
```
15
C4H7NOS2 | the Open Molecules 2025 dataset | ωB97M-V/def2-TZVPD
C 0.031 -0.580 2.083
C 0.125 -0.526 0.761
S 1.532 -1.092 -0.086
C 1.827 0.181 -1.409
N -0.969 -0.097 -0.048
S -1.886 -1.344 -0.777
C -1.161 1.249 -0.305
O -0.451 2.109 0.182
H -0.878 -0.155 2.581
H 0.860 -0.939 2.696
H 1.745 1.132 -0.918
H 1.156 0.121 -2.348
H 2.841 0.112 -1.708
H -2.698 -1.557 0.256
H -2.074 1.386 -0.958
```

=====

3) C4H7NOS2 | ωB97M-V/def2-TZVPD

Calculated values
Lowest unoccupied orbital energy = -0.4022 eV
Highest occupied orbital energy = -8.882 eV
Total charge = 0
SMILES = C=C(CO)C(=S)NS

Geometry as XYZ:
```
15
C4H7NOS2 | the Open Molecules 2025 dataset | ωB97M-V/def2-TZVPD
C 1.202 0.808 0.055
C 0.264 -0.115 -0.256
C 0.065 -0.286 -1.704
O 0.517 0.787 -2.491
C -0.290 -1.114 0.691
S -0.523 -2.690 0.258
N -0.604 -0.597 1.942
S -1.569 0.805 2.081
H 1.571 0.844 1.049
H 1.603 1.388 -0.803
H -1.057 -0.476 -1.795
H 0.557 -1.213 -2.048
H -0.061 1.540 -2.337
H -0.957 -1.248 2.589
H -0.718 1.566 2.770
```

=====

Which is the most stable structure? 2) is the most stable.